1.
9
Properties=species:S:1:pos:R:3 method="wB97M-V/def2-TZVPD" multiplicity=1 total_energy_ev=-17530.529 e_above_lowest_kcal_mol=32.5 smiles="S=C1C=NCO1" fmax_ev_per_a=3.941
S -2.8681 -0.0735 -0.0228
C -1.2395 -0.0479 0.0931
C 0.0478 -1.2146 0.0523
N 1.1054 -0.5748 -0.0193
C 0.8893 0.8172 -0.0285
O -0.5273 1.0526 0.1146
H -0.1397 -2.3186 0.0338
H 1.3893 1.2615 0.7144
H 1.3428 1.0983 -0.9378

***

2.
10
Properties=species:S:1:pos:R:3 method="wB97M-V/def2-TZVPD" multiplicity=1 total_energy_ev=-18219.205 e_above_lowest_kcal_mol=136.8 fmax_ev_per_a=7.235
C 1.1837 -1.2434 -0.2212
C -0.2715 -0.0881 0.1179
C -1.7746 1.0076 0.0392
C 1.1370 0.2314 0.0739
N -0.0871 -1.3624 -0.3258
Cl -3.2639 0.2054 0.0015
H 1.8899 -2.0141 -0.3971
H -1.8910 1.9618 0.6845
H 1.6143 0.7192 0.9373
H 1.4631 0.5826 -0.9102

***

3.
72
Properties=species:S:1:pos:R:3 method="wB97M-V/def2-TZVPD" multiplicity=1 charge=+3 total_energy_ev=-41653.291 e_above_lowest_kcal_mol=330.1 fmax_ev_per_a=2.557
Hf -1.7349 1.4741 3.2032
F 0.4328 0.8423 0.5011
C -2.4509 1.2403 -3.6127
O -3.4608 0.2784 -3.4377
H -2.6539 2.0527 -2.9150
H -1.4673 0.8411 -3.3654
H -2.4803 1.6709 -4.6136
H -3.4413 -0.4126 -4.1038
C 5.1817 3.4197 -3.6438
C 3.9678 4.2748 -3.2966
C 2.9392 4.0907 -4.4986
O 1.6740 4.7069 -4.2877
C 0.9878 4.9794 -5.4921
N 3.4623 3.7202 -2.0772
H 5.8097 3.3251 -2.7580
H 5.6832 3.9313 -4.4653
H 4.9110 2.3867 -3.8622
H 4.1652 5.3135 -3.0314
H 2.6728 3.0541 -4.7051
H 3.3556 4.4676 -5.4328
H 0.9395 4.1601 -6.2094
H 1.4629 5.8560 -5.9326
H -0.0332 5.2216 -5.1973
H 2.4692 3.5461 -2.1368
H 3.8130 2.7759 -2.0028
C -5.2780 -3.3710 2.1292
C -4.8509 -3.0610 0.7370
C -5.9131 -3.4327 -0.3305
O -6.9965 -2.5504 -0.2291
C -7.9009 -2.6568 -1.3092
N -4.4955 -1.6663 0.7485
H -4.5926 -3.1646 2.9513
H -5.3761 -4.4459 2.2814
H -6.2464 -2.8989 2.2947
H -4.0073 -3.7314 0.5727
H -6.2334 -4.4715 -0.2504
H -5.3147 -3.4981 -1.2393
H -7.4330 -2.4151 -2.2636
H -8.6506 -1.8848 -1.1356
H -8.4456 -3.6007 -1.2901
H -5.4031 -1.2779 0.5352
H -4.1323 -1.5721 -0.1892
C 1.1184 -3.3395 4.9016
C 2.6781 -3.2354 4.8700
O 3.2364 -2.2389 5.7210
O 0.4869 -2.4819 3.9725
H 0.8384 -2.9863 5.8940
H 0.7945 -4.3747 4.7941
H 3.1165 -3.3328 3.8768
H 3.0253 -4.0997 5.4361
H 4.1562 -2.4936 5.8242
H 0.6354 -2.9212 3.1319
C 2.5553 -4.3341 -0.8384
C 2.8847 -3.0443 -1.6268
O 3.4039 -1.9753 -0.8377
O 1.3833 -4.1000 -0.1221
H 3.3333 -4.6748 -0.1552
H 2.3972 -5.1525 -1.5408
H 1.9885 -2.6740 -2.1248
H 3.6175 -3.2720 -2.4009
H 2.6314 -1.5536 -0.4544
H 0.8839 -4.8805 -0.3732
C 2.1740 4.5790 4.0553
C 2.2095 3.6716 5.3198
O 1.5755 2.4430 5.0327
O 0.8945 4.4336 3.4137
H 2.9880 4.2773 3.3960
H 2.2571 5.6437 4.2734
H 1.6825 4.2321 6.0920
H 3.2003 3.6300 5.7721
H 2.0600 1.6920 5.3832
H 0.8582 5.0448 2.6743

***

Copy entry 1 word for word.
9
Properties=species:S:1:pos:R:3 method="wB97M-V/def2-TZVPD" multiplicity=1 total_energy_ev=-17530.529 e_above_lowest_kcal_mol=32.5 smiles="S=C1C=NCO1" fmax_ev_per_a=3.941
S -2.8681 -0.0735 -0.0228
C -1.2395 -0.0479 0.0931
C 0.0478 -1.2146 0.0523
N 1.1054 -0.5748 -0.0193
C 0.8893 0.8172 -0.0285
O -0.5273 1.0526 0.1146
H -0.1397 -2.3186 0.0338
H 1.3893 1.2615 0.7144
H 1.3428 1.0983 -0.9378